Density functional theory data (ωB97M-V/def2-TZVPD) for a structure of composition C27H72BCuF4O27S9.

Each line ends with the Löwdin charge.
CARTESIAN COORDINATES (ANGSTROEM)
C 13.11402 -4.93799 -22.83344  -0.038
H 13.55925 -10.89063 -15.18843  0.118
H 20.03890 -5.53289 -21.72783  0.056
C 17.96508 -12.82060 -18.75541  -0.063
H 11.35320 -7.36865 -19.72472  0.084
H 10.24309 -13.48587 -21.85905  0.085
F 17.30060 -9.51323 -19.13733  0.194
O 13.73581 -8.80238 -25.22087  -0.290
H 23.16881 -5.52827 -25.03458  0.079
O 18.52238 -6.94367 -24.66125  -0.305
H 13.39369 -9.16066 -13.34435  0.071
C 22.77835 -4.51437 -24.94711  -0.028
H 12.97313 -8.01729 -19.41251  0.063
H 12.52373 -8.13278 -14.52981  0.069
C 21.44697 -4.52649 -24.11682  -0.292
H 21.59835 -4.77145 -23.06554  0.101
H 16.24880 -3.19235 -22.67346  0.113
H 21.39195 -9.36764 -26.18293  0.076
C 19.07885 -16.08408 -21.89373  -0.029
C 21.16722 -6.40970 -15.95788  -0.226
C 21.98203 -7.12298 -14.84255  -0.053
O 18.81789 -12.50165 -24.15311  -0.267
H 13.52176 -7.11945 -26.21639  0.104
S 12.30031 -8.63216 -21.58470  0.748
H 19.82265 -10.55299 -21.24889  0.081
H 16.56118 -5.05556 -21.62710  0.069
O 15.11163 -7.07522 -15.57266  -0.290
O 13.65645 -9.13258 -21.89265  -0.339
H 22.14769 -6.47171 -13.98434  0.081
H 13.59178 -16.86490 -21.48718  0.098
H 22.90892 -7.49373 -15.28017  0.079
H 17.29022 -12.63134 -17.92063  0.071
F 15.78694 -8.00929 -19.75641  0.202
H 11.33331 -7.54071 -24.84785  0.063
H 13.30738 -6.06745 -20.90015  0.100
C 13.01534 -14.90212 -21.27816  -0.294
H 13.56616 -7.30655 -13.36839  0.075
H 11.52011 -9.10809 -19.30851  0.067
C 11.49927 -7.98830 -25.82775  -0.022
H 17.48382 -1.99596 -22.74288  0.174
O 13.36815 -11.91440 -21.01833  -0.369
S 19.82509 -7.05792 -18.15684  0.663
H 13.26538 -8.49305 -27.19628  0.117
H 18.72502 -13.55301 -18.48308  0.070
C 10.97126 -12.71030 -22.09643  -0.055
H 14.38056 -11.08602 -18.23533  0.057
H 20.21916 -6.07855 -15.53405  0.105
H 20.90403 -9.04337 -23.82510  0.110
H 14.25592 -12.41376 -17.01173  0.085
S 18.51704 -11.42225 -23.19933  0.755
H 19.97166 -10.32615 -26.55619  0.079
H 18.48944 -8.82489 -17.06648  0.077
H 21.46943 -7.96438 -14.37631  0.077
O 16.76233 -2.26598 -20.86498  -0.061
H 19.82170 -8.53675 -26.13577  0.050
H 17.81942 -4.63991 -20.42759  0.080
H 18.38977 -7.21440 -16.27719  0.061
H 15.29887 -0.89519 -23.48016  0.124
H 12.49740 -10.70805 -16.57496  0.116
H 20.77607 -11.50652 -22.31402  0.071
Cu 15.12340 -10.82706 -21.97418  0.958
S 14.76724 -8.40641 -15.12708  0.640
H 13.95483 -4.65065 -23.46479  0.068
S 16.89041 -13.65538 -19.98968  0.745
H 11.72445 -12.90854 -22.85900  0.066
O 21.01197 -7.40062 -17.05212  -0.279
C 20.37719 -9.82035 -24.37904  -0.204
O 20.56714 -5.42953 -24.71446  -0.264
H 21.62681 -5.53550 -16.41902  0.115
H 10.99873 -7.37622 -26.57804  0.080
C 19.87675 -6.43641 -22.31560  -0.081
O 13.87872 -9.16708 -16.35726  -0.281
H 19.11772 -15.58935 -22.86421  0.077
O 18.27709 -4.66068 -23.67776  -0.325
H 15.96140 -0.11283 -22.14459  0.117
C 19.79365 -11.46599 -21.84361  -0.048
H 17.18739 -8.33092 -25.93118  0.034
C 16.24428 -8.77795 -26.24553  -0.034
H 23.48121 -3.87965 -24.40747  0.083
O 15.64492 -9.34969 -23.63844  -0.346
H 16.50124 -5.73827 -19.94808  0.086
H 20.81298 -6.98014 -22.44182  0.072
O 11.37883 -11.81172 -19.46133  -0.269
H 12.32496 -5.15210 -23.55429  0.075
S 12.06386 -12.47059 -20.58448  0.753
C 16.51351 -2.20585 -22.29286  -0.193
H 19.15627 -7.05463 -21.78008  0.054
H 10.44725 -11.76469 -22.23544  0.052
H 12.19409 -16.66444 -20.43880  0.095
H 20.86907 -10.79294 -24.39386  0.101
O 16.14274 -3.34343 -18.50435  -0.200
C 20.33079 -9.48499 -25.96325  -0.028
F 15.43955 -10.15774 -20.07447  0.100
S 15.28827 -8.37169 -24.69567  0.771
H 13.98335 -14.43589 -21.46168  0.106
H 19.86294 -14.37661 -20.67049  0.113
O 19.00051 -9.97960 -23.89544  -0.295
C 18.97441 -14.99499 -20.79793  -0.282
H 17.42183 -7.47989 -17.67591  0.056
O 12.37939 -14.08509 -20.27381  -0.255
H 16.17730 -9.86414 -26.30722  0.085
C 18.37603 -7.75246 -17.22503  -0.085
H 19.92070 -16.76676 -21.77828  0.088
H 22.61725 -4.11801 -25.94963  0.082
O 12.12687 -7.10068 -22.19311  -0.253
O 17.96841 -14.06553 -21.15406  -0.289
C 13.02242 -8.08834 -26.21379  -0.259
O 15.29164 -6.92343 -24.37895  -0.288
C 16.76670 -4.88376 -20.57054  -0.073
S 19.13811 -5.82287 -23.95331  0.724
H 18.17167 -16.68785 -21.91772  0.083
C 11.98354 -8.25444 -19.80310  -0.049
H 15.44388 -11.25562 -16.87201  0.064
S 15.91239 -3.44266 -19.96489  0.789
H 12.42824 -14.96096 -22.19465  0.117
O 11.09541 -9.36874 -21.99660  -0.283
O 15.74798 -9.28529 -14.60616  -0.269
O 16.04455 -12.58919 -20.56783  -0.346
H 18.42128 -11.91086 -19.14572  0.064
C 13.42132 -8.23546 -13.91998  -0.097
O 17.18380 -11.27474 -22.59256  -0.340
H 20.96790 -3.54768 -24.13960  0.117
H 14.70932 -1.29170 -21.80602  0.097
H 12.59608 -4.16255 -22.26905  0.074
H 19.54359 -12.30288 -21.19155  0.031
F 17.00933 -8.97453 -21.25130  0.231
O 19.61302 -5.63131 -18.31190  -0.319
C 14.40135 -11.34623 -17.17705  -0.052
H 15.74025 -8.27093 -27.06831  0.075
B 16.42281 -9.13896 -20.08652  -1.533
O 14.52066 -3.48432 -20.47892  -0.196
C 13.16250 -16.24017 -20.70390  -0.063
O 16.32045 -14.86448 -19.29335  -0.285
H 18.82777 -15.47047 -19.82813  0.117
H 13.78506 -16.27089 -19.80970  0.087
C 13.50684 -10.51668 -16.21093  -0.271
C 13.27840 -6.24203 -21.97569  -0.246
O 20.17034 -7.79507 -19.37551  -0.319
H 14.21874 -6.78813 -22.05070  0.088
H 11.03848 -8.97459 -25.88252  0.079
C 15.57038 -1.08588 -22.44188  -0.004

Atoms 1-3, force components in eV/Å:
C -1.27 -1.50 0.15
H 0.25 0.14 0.04
H 0.11 -0.09 0.00

Its total energy is -8751.186131 Ha. The expectation value of S² is 2.0119. As for the net charge: +2. The spin multiplicity is 3. As for the LUMO energy (alpha / beta): -0.164 / -0.410 Ha. The calculation puts the orbital gap (alpha / beta) at 9.76 / 3.07 eV.